[1]
{
  "formula": "C4H6NO3",
  "method": "ωB97M-V with the def2-TZVPD basis set",
  "lumo_ev": 3.6,
  "e_tot_ev": -11878.882,
  "gap_ev": 8.05,
  "e_homo_ha": -0.163,
  "e_above_lowest_kcal_mol": 36.6,
  "total_charge": -1,
  "symbols": ["O", "C", "N", "C", "O", "O", "C", "C", "H", "H", "H", "H", "H", "H"],
  "xyz": [[-1.437, 0.257, 1.030], [-0.611, 0.502, 0.139], [0.719, 0.264, 0.170], [1.289, -1.078, 0.631], [0.677, -1.732, 1.513], [2.491, -1.269, 0.163], [-1.012, 1.627, -0.908], [-1.742, 1.012, -2.110], [1.298, 0.781, -0.378], [-1.766, 2.327, -0.209], [-0.225, 2.200, -1.476], [-2.538, 0.395, -1.933], [-1.059, 0.350, -2.594], [-2.131, 1.677, -2.761]],
  "forces_ev_per_angstrom": [[0.842, -0.656, -1.950], [-0.516, 3.242, 1.584], [-1.991, -4.006, 2.077], [3.052, -0.753, 1.644], [0.515, 1.379, -2.265], [-3.252, 0.732, 0.495], [-2.201, 0.829, 0.966], [2.042, -1.004, 1.892], [1.759, 1.255, -2.147], [2.119, -1.507, -2.200], [-0.196, -0.295, 1.573], [-2.193, -1.637, 1.390], [0.778, -0.243, -0.735], [-0.758, 2.662, -2.323]]
}


[2]
{
  "formula": "C30H39EuF2N2Te",
  "method": "ωB97M-V with the def2-TZVPD basis set",
  "lumo_ev": [-2.5, -5.5],
  "e_tot_ev": -66767.975,
  "gap_ev": [4.56, 2.55],
  "e_homo_ha": [-0.260, -0.295],
  "multiplicity": 8,
  "e_above_lowest_kcal_mol": 166.5,
  "total_charge": 1,
  "symbols": ["Eu", "C", "C", "C", "C", "C", "C", "C", "C", "C", "C", "C", "C", "H", "H", "H", "H", "H", "H", "H", "H", "H", "H", "H", "H", "H", "H", "H", "H", "H", "H", "F", "C", "C", "C", "C", "C", "F", "C", "C", "C", "C", "C", "C", "N", "H", "H", "H", "H", "H", "H", "C", "C", "C", "C", "C", "N", "H", "H", "H", "H", "H", "H", "H", "H", "H", "C", "Te", "C", "H", "H", "H", "H", "H", "H"],
  "xyz": [[-13.640, 7.766, 0.576], [-17.234, 8.574, -0.776], [-15.828, 8.186, -1.203], [-14.842, 9.208, -1.604], [-15.128, 10.664, -1.684], [-13.565, 8.738, -2.037], [-12.555, 9.765, -2.567], [-13.224, 7.340, -1.984], [-11.898, 6.859, -2.439], [-14.217, 6.374, -1.712], [-13.952, 4.901, -1.847], [-15.520, 6.821, -1.315], [-16.610, 5.768, -1.050], [-17.975, 7.943, -1.299], [-17.455, 9.612, -0.993], [-17.349, 8.439, 0.274], [-15.290, 10.952, -2.770], [-14.336, 11.308, -1.302], [-15.970, 10.951, -1.095], [-12.016, 10.193, -1.739], [-13.111, 10.587, -3.062], [-11.884, 9.327, -3.326], [-11.942, 6.558, -3.542], [-11.484, 6.032, -1.817], [-11.129, 7.667, -2.360], [-14.824, 4.411, -2.254], [-13.655, 4.487, -0.889], [-13.090, 4.760, -2.521], [-17.140, 5.513, -2.015], [-17.337, 6.186, -0.340], [-16.196, 4.805, -0.691], [-7.793, 7.552, 0.955], [-8.922, 6.803, 1.152], [-10.110, 7.344, 0.668], [-11.245, 6.690, 1.091], [-11.267, 5.536, 1.866], [-10.006, 4.976, 2.161], [-9.977, 3.805, 2.804], [-8.822, 5.593, 1.830], [-12.531, 5.038, 2.432], [-12.686, 3.953, 3.386], [-13.980, 3.515, 3.696], [-15.108, 4.165, 3.162], [-14.831, 5.337, 2.470], [-13.632, 5.751, 2.104], [-10.117, 8.289, 0.095], [-7.868, 5.186, 2.076], [-11.765, 3.457, 3.768], [-14.083, 2.737, 4.453], [-16.151, 3.822, 3.154], [-15.677, 5.941, 2.075], [-9.421, 10.917, 1.547], [-10.719, 11.680, 1.895], [-10.923, 12.850, 0.890], [-10.776, 12.145, 3.354], [-11.852, 10.713, 1.680], [-12.492, 9.791, 1.335], [-8.540, 11.558, 1.654], [-9.514, 10.475, 0.529], [-9.282, 10.069, 2.198], [-10.069, 13.574, 0.917], [-11.848, 13.358, 1.056], [-10.883, 12.435, -0.119], [-9.968, 12.892, 3.572], [-10.546, 11.265, 3.939], [-11.765, 12.545, 3.625], [-17.257, 8.308, 3.467], [-15.265, 9.253, 3.355], [-15.598, 11.298, 2.861], [-17.617, 7.966, 2.490], [-17.987, 8.969, 3.904], [-17.172, 7.423, 4.084], [-16.287, 11.681, 3.588], [-15.957, 11.393, 1.860], [-14.648, 11.787, 2.890]],
  "forces_ev_per_angstrom": [[0.484, -0.747, 0.870], [0.201, -0.081, -1.240], [0.589, 0.887, -0.321], [0.682, -2.408, 0.203], [-0.038, 0.682, -1.089], [-0.356, -0.238, -0.063], [-1.079, -0.433, -0.756], [-0.532, 0.917, -0.673], [1.826, 0.104, -0.969], [-1.284, 0.810, 0.677], [0.970, 0.588, -0.498], [0.311, -0.659, -0.372], [0.093, 0.099, -0.554], [0.263, 0.430, 0.268], [-0.047, 0.051, -0.109], [-0.271, -0.181, 0.939], [-0.029, -0.131, 1.225], [0.308, -0.256, -0.134], [-0.835, 0.098, 0.096], [0.559, 0.237, 0.234], [0.429, -0.471, 0.269], [-0.211, 0.253, 0.578], [0.154, 0.194, 1.421], [-0.488, 0.464, -0.579], [-0.606, -0.681, -0.120], [-0.022, -0.335, -0.002], [-0.137, -0.367, 0.199], [-0.554, -0.177, 0.211], [0.399, 0.404, 0.919], [0.174, -0.568, -0.232], [-0.246, 0.713, 0.072], [-0.185, -0.706, 0.107], [0.469, 1.033, -0.584], [0.876, -0.610, 0.792], [-2.769, 1.195, -1.011], [1.455, -0.122, 0.260], [-1.014, 0.295, -0.155], [0.620, -0.464, 0.221], [-0.321, 0.597, -0.337], [-0.607, -0.844, 1.388], [0.276, 0.624, -1.193], [0.370, 0.365, 0.410], [0.457, 0.411, -0.434], [-1.492, -0.573, -0.494], [0.666, -0.012, -0.191], [0.104, -0.671, 0.302], [0.407, -0.222, 0.232], [-1.249, 0.426, -0.242], [-0.087, -0.098, -0.489], [0.640, 0.021, 0.668], [0.433, -0.325, 0.357], [-0.487, -0.349, -0.510], [-0.507, 0.699, -0.324], [1.430, -0.398, -0.176], [0.758, 0.346, -0.004], [-0.193, -2.335, -1.428], [1.397, 3.144, 1.067], [-0.275, 0.047, -0.244], [0.341, 0.615, 0.548], [0.015, -0.307, 0.411], [-0.727, -0.602, 0.392], [-0.562, 0.407, 0.061], [-0.289, 0.075, -0.072], [-0.828, -0.520, -0.333], [-0.151, -0.098, 0.576], [0.442, -0.057, -0.061], [-2.123, -1.276, -0.156], [1.851, 0.680, -0.268], [0.580, -0.509, 0.288], [0.100, 0.166, -0.215], [-0.313, 0.411, 0.191], [0.216, -0.285, 0.373], [-0.348, 0.315, 0.162], [-0.595, -0.143, -0.628], [0.512, 0.458, 0.274]]
}


[3]
{
  "formula": "CH2O3S",
  "method": "ωB97M-V with the def2-TZVPD basis set",
  "lumo_ev": [-1.6, -1.7],
  "e_tot_ev": -18041.855,
  "gap_ev": [7.95, 7.94],
  "e_homo_ha": [-0.353, -0.354],
  "e_above_lowest_kcal_mol": 92.2,
  "symbols": ["C", "O", "O", "O", "S", "H", "H"],
  "xyz": [[0.378, -0.082, 0.554], [-1.787, 1.450, -0.042], [-1.778, -1.086, -0.338], [1.092, -1.015, 0.022], [-1.091, 0.209, -0.334], [1.213, 1.254, 0.484], [1.973, -0.732, -0.345]],
  "forces_ev_per_angstrom": [[3.551, 5.434, -0.773], [0.437, -1.088, -0.100], [0.200, 1.508, -0.573], [2.014, -1.606, -0.389], [-2.281, -0.488, 0.608], [-2.609, -3.450, 0.475], [-1.313, -0.311, 0.753]]
}


[4]
{
  "formula": "CH14N2O6",
  "method": "ωB97M-V with the def2-TZVPD basis set",
  "lumo_ev": 0.0,
  "e_tot_ev": -16530.054,
  "gap_ev": 9.05,
  "e_homo_ha": -0.334,
  "e_above_lowest_kcal_mol": 17.5,
  "symbols": ["C", "O", "N", "N", "H", "H", "H", "H", "O", "H", "H", "O", "H", "H", "O", "H", "H", "O", "H", "H", "O", "H", "H"],
  "xyz": [[-24.737, -15.191, 2.331], [-25.054, -14.584, 1.312], [-24.499, -16.453, 2.401], [-24.480, -14.447, 3.364], [-24.188, -16.861, 3.271], [-24.962, -16.976, 1.672], [-24.252, -14.988, 4.186], [-24.320, -13.457, 3.243], [-21.419, -16.011, 3.188], [-21.904, -15.341, 2.706], [-21.995, -16.776, 3.180], [-21.865, -18.745, 7.002], [-21.014, -18.312, 7.060], [-21.798, -19.487, 7.602], [-25.276, -19.519, 7.701], [-24.559, -18.940, 7.443], [-24.866, -20.165, 8.277], [-23.322, -16.883, 5.113], [-23.217, -17.572, 5.769], [-22.988, -16.093, 5.539], [-23.437, -14.356, 6.321], [-23.298, -13.409, 6.290], [-24.242, -14.464, 6.826]],
  "forces_ev_per_angstrom": [[-0.456, 4.185, -3.344], [-0.790, -0.559, -1.565], [0.040, -4.117, -0.068], [0.870, 0.496, 4.025], [-0.296, -0.307, -0.061], [0.356, -0.312, 0.303], [0.270, 1.090, 0.466], [-0.184, -0.473, 0.168], [0.554, 0.137, 0.049], [-0.147, 0.158, -0.205], [-0.134, -0.126, 0.092], [-0.347, 0.044, -0.050], [0.240, 0.219, -0.087], [-0.014, -0.243, 0.120], [-0.212, 0.008, -0.051], [0.205, 0.191, -0.092], [0.031, -0.190, 0.158], [-0.438, -0.374, -0.211], [0.164, -0.414, 0.141], [0.275, 0.529, 0.081], [0.117, -0.082, 0.037], [0.187, 0.247, -0.067], [-0.287, -0.107, 0.163]]
}


[5]
{
  "formula": "C16H11BrNO3PdS2Te",
  "method": "ωB97M-V with the def2-TZVPD basis set",
  "lumo_ev": -4.4,
  "e_tot_ev": -126883.130,
  "gap_ev": 6.64,
  "e_homo_ha": -0.407,
  "e_above_lowest_kcal_mol": 0.0,
  "total_charge": 1,
  "symbols": ["Pd", "O", "C", "O", "C", "C", "C", "C", "C", "C", "S", "H", "H", "H", "H", "O", "C", "C", "C", "N", "C", "Br", "C", "H", "H", "H", "H", "Te", "C", "C", "C", "C", "S", "H", "H", "H"],
  "xyz": [[0.746, -0.832, 0.478], [-2.410, -1.806, -0.011], [-2.223, -0.493, -0.326], [-2.106, 0.363, 0.507], [-2.086, -0.282, -1.791], [-3.036, 0.404, -2.528], [-2.842, 0.610, -3.886], [-1.680, 0.157, -4.489], [-0.708, -0.497, -3.745], [-0.907, -0.745, -2.390], [0.349, -1.715, -1.577], [-3.929, 0.769, -2.038], [-3.592, 1.128, -4.466], [-1.517, 0.324, -5.546], [0.205, -0.832, -4.219], [5.541, 2.944, -0.167], [4.468, 2.155, -0.196], [3.827, 1.758, -1.371], [2.728, 0.933, -1.285], [2.252, 0.514, -0.110], [2.877, 0.906, 0.994], [2.040, 0.194, 2.559], [3.978, 1.712, 1.038], [5.815, 3.207, -1.055], [4.183, 2.085, -2.339], [2.200, 0.581, -2.161], [4.456, 2.000, 1.963], [-1.063, -2.519, 1.234], [-1.714, -1.789, 3.040], [-2.141, -2.628, 4.043], [-2.429, -1.932, 5.239], [-2.208, -0.591, 5.115], [-1.667, -0.154, 3.560], [-2.249, -3.697, 3.924], [-2.792, -2.401, 6.141], [-2.367, 0.171, 5.862]],
  "forces_ev_per_angstrom": [[-0.163, -0.173, 0.296], [0.154, 0.023, 0.098], [-0.219, 0.122, -0.035], [-0.016, -0.060, -0.022], [0.210, -0.117, 0.041], [0.008, 0.074, 0.004], [-0.027, 0.004, 0.022], [0.033, -0.009, -0.008], [-0.016, 0.019, -0.018], [0.013, -0.022, -0.003], [-0.141, -0.015, -0.061], [0.003, 0.004, 0.006], [-0.003, 0.000, 0.004], [-0.003, -0.003, -0.002], [0.003, -0.006, -0.001], [-0.008, -0.002, -0.011], [0.007, 0.003, 0.018], [-0.031, -0.004, 0.007], [0.002, 0.025, -0.039], [-0.015, -0.144, 0.081], [-0.003, 0.031, -0.019], [-0.014, 0.071, -0.106], [-0.005, 0.017, 0.011], [0.003, 0.000, 0.004], [0.002, -0.002, -0.001], [0.003, -0.014, 0.001], [-0.003, 0.004, 0.000], [0.188, 0.160, -0.268], [0.061, 0.015, -0.033], [-0.015, 0.016, 0.030], [-0.004, -0.024, -0.006], [0.020, 0.011, -0.032], [-0.026, -0.003, 0.040], [0.004, -0.002, -0.003], [-0.001, 0.002, 0.001], [-0.001, -0.002, 0.003]]
}


[6]
{
  "formula": "C35H37N2O7S5W",
  "method": "ωB97M-V with the def2-TZVPD basis set",
  "lumo_ev": -3.9,
  "e_tot_ev": -110207.004,
  "gap_ev": 6.24,
  "e_homo_ha": -0.371,
  "e_above_lowest_kcal_mol": 13.6,
  "total_charge": 1,
  "symbols": ["W", "O", "C", "O", "C", "O", "C", "C", "O", "O", "H", "H", "H", "H", "H", "C", "C", "C", "C", "C", "C", "C", "C", "C", "C", "C", "C", "H", "H", "H", "H", "H", "H", "H", "H", "H", "H", "H", "H", "H", "H", "H", "H", "H", "H", "O", "C", "N", "C", "C", "O", "N", "C", "C", "C", "C", "C", "C", "C", "C", "C", "C", "C", "C", "H", "H", "H", "H", "H", "H", "H", "H", "H", "H", "H", "C", "S", "C", "C", "S", "S", "C", "S", "S", "H", "H", "H"],
  "xyz": [[0.567, 0.119, -1.289], [1.546, 2.594, 1.925], [0.868, 2.291, 0.760], [1.259, 1.052, 0.289], [-0.619, 2.153, 1.111], [-1.294, 1.482, 0.048], [-2.041, 2.293, -0.849], [-1.353, 2.374, -2.201], [-1.787, 3.031, -3.105], [-0.250, 1.656, -2.276], [2.311, 2.011, 1.981], [-1.062, 3.127, 1.315], [-0.690, 1.517, 1.992], [-2.158, 3.307, -0.467], [-3.027, 1.852, -0.993], [-0.261, -1.888, -4.139], [0.841, -1.340, -3.276], [1.403, -0.102, -3.583], [0.983, 0.670, -4.800], [2.415, 0.487, -2.720], [2.953, 1.850, -3.062], [2.971, -0.288, -1.669], [4.132, 0.214, -0.865], [2.310, -1.462, -1.265], [2.762, -2.189, -0.026], [1.213, -1.986, -2.056], [0.683, -3.347, -1.685], [0.175, -2.428, -4.983], [-0.880, -1.087, -4.532], [-0.912, -2.561, -3.594], [0.263, 1.445, -4.530], [0.539, 0.022, -5.550], [1.847, 1.153, -5.252], [3.719, 1.772, -3.839], [3.384, 2.335, -2.193], [2.156, 2.495, -3.422], [3.784, 0.635, 0.079], [4.694, 0.975, -1.397], [4.803, -0.614, -0.636], [1.970, -2.796, 0.400], [3.078, -1.488, 0.743], [3.604, -2.846, -0.260], [0.154, -3.350, -0.735], [1.521, -4.036, -1.578], [0.026, -3.754, -2.446], [-1.446, -0.734, -1.676], [-1.450, -1.268, -0.523], [-2.364, -1.939, 0.155], [-1.855, -2.237, 1.514], [-0.444, -1.558, 1.452], [0.352, -1.491, 2.345], [-0.293, -1.103, 0.158], [-2.778, -1.624, 2.555], [-2.417, -0.546, 3.350], [-3.332, -0.006, 4.245], [-4.608, -0.536, 4.350], [-4.968, -1.624, 3.565], [-4.054, -2.169, 2.680], [-1.647, -3.729, 1.728], [-1.160, -4.154, 2.962], [-0.933, -5.499, 3.194], [-1.201, -6.436, 2.202], [-1.694, -6.018, 0.978], [-1.914, -4.666, 0.739], [-3.339, -1.957, -0.101], [-1.415, -0.139, 3.309], [-3.039, 0.828, 4.869], [-5.317, -0.114, 5.049], [-5.957, -2.055, 3.653], [-4.330, -3.042, 2.096], [-0.957, -3.427, 3.739], [-0.554, -5.821, 4.155], [-1.030, -7.488, 2.390], [-1.917, -6.742, 0.206], [-2.302, -4.357, -0.224], [-0.390, 7.398, 0.561], [-0.037, 5.998, 1.652], [1.649, 5.729, 1.230], [2.099, 4.787, 0.387], [1.129, 3.652, -0.523], [3.830, 4.667, 0.213], [4.266, 5.982, 1.272], [5.803, 6.365, 1.640], [2.865, 6.687, 2.030], [-1.427, 7.677, 0.739], [-0.271, 7.110, -0.481], [0.247, 8.247, 0.796]],
  "forces_ev_per_angstrom": [[-1.063, -1.296, -0.730], [-0.101, -0.014, -0.009], [0.048, -0.056, 0.203], [0.213, 0.349, -0.380], [-0.021, 0.070, -0.047], [0.074, -0.088, -0.010], [-0.009, 0.124, -0.125], [0.070, -0.010, -0.078], [-0.054, -0.009, 0.035], [0.500, 0.410, 0.124], [0.069, -0.001, 0.013], [-0.042, -0.016, -0.006], [0.070, -0.003, -0.007], [0.004, -0.013, 0.028], [0.008, -0.040, 0.038], [0.102, -0.003, -0.028], [-0.009, 0.061, -0.044], [0.047, 0.133, -0.038], [0.059, -0.063, -0.028], [-0.404, 0.152, 0.384], [-0.001, -0.018, 0.008], [-0.090, 0.054, 0.059], [0.032, -0.050, -0.063], [0.014, 0.155, 0.170], [0.035, -0.038, -0.067], [-0.016, 0.322, 0.277], [0.037, -0.028, -0.081], [-0.030, -0.017, -0.002], [-0.006, 0.007, 0.011], [-0.007, 0.004, -0.006], [-0.005, 0.006, -0.005], [0.002, -0.002, 0.000], [-0.001, 0.012, 0.007], [-0.002, 0.003, -0.005], [0.003, 0.012, 0.001], [-0.005, 0.000, -0.003], [-0.013, 0.019, -0.002], [0.005, -0.015, -0.006], [0.001, 0.009, 0.020], [-0.003, -0.003, -0.006], [-0.005, 0.005, 0.004], [0.004, 0.006, 0.001], [-0.024, -0.001, 0.017], [0.003, -0.001, -0.017], [0.001, 0.002, 0.017], [0.103, 0.147, 0.017], [0.348, -0.036, 0.228], [-0.075, 0.155, -0.152], [0.084, 0.092, -0.003], [-0.217, -0.040, 0.155], [-0.008, -0.051, -0.075], [0.312, -0.170, 0.226], [-0.055, -0.019, 0.000], [0.035, 0.021, 0.009], [-0.033, 0.012, 0.030], [0.013, -0.010, -0.012], [0.008, 0.013, 0.006], [-0.021, -0.014, -0.011], [-0.002, -0.068, 0.042], [-0.008, 0.028, -0.001], [-0.004, -0.019, -0.010], [0.003, 0.009, 0.007], [0.001, -0.023, 0.007], [0.006, 0.008, -0.033], [-0.017, -0.037, 0.062], [-0.003, -0.024, -0.016], [0.001, -0.001, -0.002], [0.007, 0.005, 0.002], [0.003, -0.002, -0.003], [0.011, 0.002, -0.006], [0.002, 0.004, -0.005], [0.000, 0.005, 0.000], [-0.003, 0.001, -0.002], [0.003, 0.004, 0.000], [0.004, 0.014, 0.009], [-0.048, 0.094, -0.070], [0.019, -0.008, 0.006], [-0.045, 0.025, 0.014], [0.054, -0.069, 0.078], [0.030, -0.110, -0.180], [-0.034, 0.098, -0.109], [0.056, -0.356, 0.365], [-0.054, 0.140, -0.144], [0.009, 0.127, -0.118], [0.002, -0.021, 0.028], [0.006, -0.027, 0.014], [0.019, -0.025, 0.022]]
}